A molecular structure, C19H41N2O3PtSSi3 in a non-equilibrium geometry. Source: OMol25; level of theory: ωB97M-V/def2-TZVPD.

Values from the calculation:
Kohn-Sham gap in eV: 4.34
E_LUMO in eV: -12.3
DFT total energy in eV: -67180.633
Energy relative to the best compared isomer or geometry (same formula, charge and spin) in kJ/mol: 219.1
E_HOMO in eV: -16.7

Structure (ORCA input):
```
! wB97M-V def2-TZVPD RIJCOSX def2/J DEFGRID3
* xyz 3 1
Pt -0.1227 -0.2040 0.8543
C -0.3402 -3.2400 1.2751
O 0.5994 -2.1250 1.1535
Si 2.1803 -2.1794 0.4810
C 3.4424 -2.5755 1.7641
C 2.3372 -3.2679 -0.9946
C 1.8010 -0.3122 0.1470
Si 1.2833 0.0361 -1.7888
C 0.7913 1.8152 -2.0450
C -0.1163 -1.1035 -2.3357
C 2.8751 -0.2974 -2.7059
Si 2.9149 1.0166 1.0671
C 2.1007 2.6954 1.0279
C 4.5389 0.9614 0.1554
C 3.0559 0.4591 2.8544
H -0.3926 -3.7532 0.3163
H -1.3232 -2.8519 1.5235
H 0.0246 -3.9101 2.0503
H 3.6746 -3.6416 1.6882
H 3.1351 -2.3696 2.7881
H 4.3792 -2.0411 1.5836
H 2.3160 -4.3132 -0.6706
H 3.3304 -3.1126 -1.4262
H 1.5921 -3.1453 -1.7773
H 0.0974 2.2418 -1.3272
H 0.3119 1.8628 -3.0282
H 1.6625 2.4708 -2.0911
H -0.4916 -1.8113 -1.5919
H 0.2154 -1.7083 -3.1838
H -0.9583 -0.5094 -2.6959
H 3.7691 0.1078 -2.2423
H 2.7017 0.2416 -3.6448
H 3.0244 -1.3517 -2.9228
H 2.1937 3.2056 0.0706
H 2.5701 3.3297 1.7840
H 1.0407 2.6487 1.2787
H 4.5207 1.5964 -0.7310
H 4.8497 -0.0428 -0.1371
H 5.3103 1.3554 0.8233
H 2.3046 -0.2805 3.1425
H 2.9573 1.3254 3.5119
H 4.0283 0.0121 3.0645
C -0.4568 -1.2401 4.0542
S -1.1489 -0.0169 2.9332
C -0.5090 1.4852 3.7018
H 0.6253 -1.1667 4.1185
H -0.7865 -2.2258 3.7483
H -0.9092 -1.0048 5.0207
H -1.1006 1.6241 4.6084
H -0.6788 2.3267 3.0404
H 0.5461 1.3723 3.9388
O -6.1989 0.5015 -4.8103
C -6.3627 -0.0249 -3.5212
N -5.4153 0.7407 -2.7135
C -4.6350 0.1984 -1.7803
O -4.6284 -0.9636 -1.4167
C -3.6363 1.1266 -1.0938
C -3.7459 2.4913 -0.8825
C -2.7711 3.1449 -0.1313
C -1.7225 2.4262 0.3906
N -1.6213 1.0902 0.1868
C -2.5602 0.4584 -0.5356
H -6.8700 0.1378 -5.4034
H -6.0917 -1.0795 -3.4463
H -7.3737 0.1333 -3.1377
H -5.2688 1.6870 -3.0321
H -4.5864 3.0499 -1.2764
H -2.8270 4.2085 0.0556
H -0.9435 2.9031 0.9613
H -2.5083 -0.6179 -0.6427
*
```

Results of the Löwdin charge analysis, in e, for atoms 1 through 4:
1. Pt 1.074
2. C -0.027
3. O -0.474
4. Si 0.448

5 unconnected molecules or ions with the total composition C19H41N2O5. Source: OMol25; level of theory: ωB97M-V/def2-TZVPD.

Values from the calculation:
Kohn-Sham gap in eV: 8.73
E_LUMO in eV: -3.4
DFT total energy in eV: -33576.498
E_HOMO in eV: -12.2

Structure (ORCA input):
```
! wB97M-V def2-TZVPD RIJCOSX def2/J DEFGRID3
* xyz 1 1
C -2.5962 -0.7953 1.4752
C -1.6262 -0.3674 2.0225
N -0.4979 0.2621 2.4836
C -0.3670 0.9664 3.6027
N 0.8909 1.4072 3.6478
C 1.5780 0.9644 2.5460
C 3.0297 1.1843 2.1769
O 3.1373 1.6194 0.8599
C 2.7614 2.9911 0.6877
C 0.7087 0.2463 1.7934
H -3.4737 -1.1474 0.9766
H -1.1510 1.1356 4.3198
H 1.2846 1.9834 4.3771
H 3.5216 0.2121 2.2421
H 3.5339 1.8524 2.8851
H 3.4840 3.4638 0.0287
H 1.7643 3.0597 0.2466
H 2.7358 3.5034 1.6520
H 0.9067 -0.2304 0.8500
C -1.2309 -4.0678 -0.5533
C -2.7376 -3.9156 -0.4082
C -3.4755 -5.1514 -0.8948
O -3.1869 -2.7559 -1.1149
H -0.9636 -4.2061 -1.6040
H -0.7185 -3.1711 -0.1979
H -0.8609 -4.9251 0.0100
H -2.9842 -3.7351 0.6411
H -3.2731 -5.3194 -1.9554
H -4.5519 -5.0238 -0.7817
H -3.1692 -6.0392 -0.3405
H -2.9893 -2.8892 -2.0522
C -0.3508 7.2481 2.5119
C 0.2380 5.9436 2.0044
C -0.8049 4.8365 1.9489
O 1.3423 5.5404 2.8218
H -0.7369 7.1233 3.5276
H 0.4121 8.0251 2.5415
H -1.1680 7.5869 1.8749
H 0.6580 6.0964 1.0094
H -1.2046 4.6429 2.9499
H -0.3605 3.9088 1.5783
H -1.6368 5.1050 1.2979
H 1.0083 5.4143 3.7168
C -4.3892 -0.4971 -5.7129
C -3.6358 -1.0562 -4.5175
C -2.2295 -0.4831 -4.4192
O -3.5858 -2.4836 -4.5831
H -3.8751 -0.7568 -6.6423
H -5.3932 -0.9179 -5.7623
H -4.4689 0.5891 -5.6580
H -4.1846 -0.8275 -3.6022
H -1.6497 -0.7414 -5.3093
H -1.7067 -0.8948 -3.5537
H -2.2507 0.6038 -4.3287
H -3.1091 -2.7242 -5.3853
C 3.6389 -2.1605 -0.6949
C 4.1144 -2.9226 0.5336
C 5.5267 -2.5194 0.9312
O 4.0384 -4.3251 0.3103
H 4.2720 -2.3819 -1.5572
H 2.6238 -2.4595 -0.9637
H 3.6535 -1.0812 -0.5222
H 3.4342 -2.7276 1.3677
H 6.2279 -2.7483 0.1250
H 5.8476 -3.0721 1.8140
H 5.5925 -1.4502 1.1441
H 4.6289 -4.5449 -0.4188
*
```

Results of the Löwdin charge analysis, in e, for atoms 1 through 4:
1. C 0.213
2. C -0.072
3. N -0.022
4. C 0.007

A molecular structure, C19H42B3N3O7S in a non-equilibrium geometry. Source: OMol25; level of theory: ωB97M-V/def2-TZVPD.

Values from the calculation:
Kohn-Sham gap (alpha / beta) in eV: 8.17 / 9.25
E_LUMO (alpha / beta) in eV: 0.3 / 0.3
DFT total energy in eV: -52056.310
Energy relative to the best compared isomer or geometry (same formula, charge and spin) in kJ/mol: 0.0
Expectation value of S²: 2.0082
E_HOMO (alpha / beta) in eV: -7.8 / -8.9

Structure (ORCA input):
```
! wB97M-V def2-TZVPD RIJCOSX def2/J DEFGRID3
* xyz 0 3
N 2.6473 -4.6582 6.4696
B 1.3828 -4.0599 6.6727
O 0.7876 -3.2767 5.6812
B 0.0823 -2.1759 6.0877
O -0.1117 -2.0327 7.4636
B -0.3012 -3.2766 8.0297
C -1.6959 -3.6472 8.6919
S -2.5300 -4.7472 7.6013
O -2.6836 -4.0608 6.3471
O -1.9294 -6.0466 7.6529
O 0.7082 -4.1910 7.8959
H 2.7886 -5.0259 5.5379
H 2.8523 -5.3849 7.1437
H -0.3846 -1.3934 5.3320
H -2.3093 -2.7496 8.7703
H -1.5901 -4.1413 9.6590
H -3.7496 -4.8454 8.1840
C 1.7142 1.1450 0.8091
C 2.0264 -0.2456 0.2421
C 1.3600 -0.4336 -1.1230
C -0.1537 -0.6008 -1.0344
C -0.5199 -1.7447 -0.0881
C 0.1044 -1.5972 1.3030
N 1.5772 -1.3441 1.1604
O 2.2262 -2.4318 0.9465
C -0.5999 -0.4778 2.0848
C -0.0881 -2.8714 2.1167
C 3.5434 -0.3193 0.1034
H 0.6621 1.4070 0.7905
H 2.0753 1.2316 1.8351
H 2.2283 1.8917 0.2028
H 1.7882 -1.3198 -1.6036
H 1.6090 0.4212 -1.7539
H -0.6222 0.3328 -0.7148
H -0.5598 -0.8027 -2.0274
H -1.6045 -1.8191 0.0243
H -0.1816 -2.6894 -0.5262
H -0.0248 -0.1983 2.9685
H -1.5717 -0.8441 2.4170
H -0.7934 0.4154 1.4987
H 0.3026 -3.7475 1.6056
H -1.1540 -3.0283 2.2891
H 0.4042 -2.7941 3.0866
H 4.0274 -0.2484 1.0784
H 3.8767 0.5195 -0.5100
H 3.8639 -1.2420 -0.3724
C -2.3547 2.4832 -6.0082
C -1.9588 2.9019 -4.5869
C -1.8258 4.4242 -4.4832
C -0.5852 4.9680 -5.1877
C 0.6765 4.2728 -4.6784
C 0.6074 2.7457 -4.7796
N -0.6698 2.2660 -4.1500
O -0.5827 2.2213 -2.8686
C 0.7332 2.2963 -6.2424
C 1.7789 2.1155 -4.0352
C -3.0747 2.4086 -3.6711
H -1.7435 2.9222 -6.7893
H -2.3199 1.3980 -6.1124
H -3.3781 2.8092 -6.1953
H -1.7808 4.6996 -3.4250
H -2.7319 4.8799 -4.8899
H -0.6761 4.8506 -6.2710
H -0.5032 6.0421 -5.0119
H 1.5544 4.6170 -5.2306
H 0.8316 4.5473 -3.6303
H 0.4521 1.2485 -6.3539
H 1.7734 2.4013 -6.5513
H 0.1476 2.8889 -6.9382
H 1.8261 2.4450 -3.0002
H 2.7062 2.4059 -4.5306
H 1.7073 1.0270 -4.0501
H -3.1378 1.3198 -3.6873
H -4.0224 2.8145 -4.0277
H -2.9294 2.7287 -2.6431
*
```

Results of the Löwdin charge analysis, in e, for atoms 1 through 4:
1. N 0.236
2. B -0.660
3. O 0.256
4. B -0.334

Repeat the second record exactly.
5 unconnected molecules or ions with the total composition C19H41N2O5. Source: OMol25; level of theory: ωB97M-V/def2-TZVPD.

Values from the calculation:
Kohn-Sham gap in eV: 8.73
E_LUMO in eV: -3.4
DFT total energy in eV: -33576.498
E_HOMO in eV: -12.2

Structure (ORCA input):
```
! wB97M-V def2-TZVPD RIJCOSX def2/J DEFGRID3
* xyz 1 1
C -2.5962 -0.7953 1.4752
C -1.6262 -0.3674 2.0225
N -0.4979 0.2621 2.4836
C -0.3670 0.9664 3.6027
N 0.8909 1.4072 3.6478
C 1.5780 0.9644 2.5460
C 3.0297 1.1843 2.1769
O 3.1373 1.6194 0.8599
C 2.7614 2.9911 0.6877
C 0.7087 0.2463 1.7934
H -3.4737 -1.1474 0.9766
H -1.1510 1.1356 4.3198
H 1.2846 1.9834 4.3771
H 3.5216 0.2121 2.2421
H 3.5339 1.8524 2.8851
H 3.4840 3.4638 0.0287
H 1.7643 3.0597 0.2466
H 2.7358 3.5034 1.6520
H 0.9067 -0.2304 0.8500
C -1.2309 -4.0678 -0.5533
C -2.7376 -3.9156 -0.4082
C -3.4755 -5.1514 -0.8948
O -3.1869 -2.7559 -1.1149
H -0.9636 -4.2061 -1.6040
H -0.7185 -3.1711 -0.1979
H -0.8609 -4.9251 0.0100
H -2.9842 -3.7351 0.6411
H -3.2731 -5.3194 -1.9554
H -4.5519 -5.0238 -0.7817
H -3.1692 -6.0392 -0.3405
H -2.9893 -2.8892 -2.0522
C -0.3508 7.2481 2.5119
C 0.2380 5.9436 2.0044
C -0.8049 4.8365 1.9489
O 1.3423 5.5404 2.8218
H -0.7369 7.1233 3.5276
H 0.4121 8.0251 2.5415
H -1.1680 7.5869 1.8749
H 0.6580 6.0964 1.0094
H -1.2046 4.6429 2.9499
H -0.3605 3.9088 1.5783
H -1.6368 5.1050 1.2979
H 1.0083 5.4143 3.7168
C -4.3892 -0.4971 -5.7129
C -3.6358 -1.0562 -4.5175
C -2.2295 -0.4831 -4.4192
O -3.5858 -2.4836 -4.5831
H -3.8751 -0.7568 -6.6423
H -5.3932 -0.9179 -5.7623
H -4.4689 0.5891 -5.6580
H -4.1846 -0.8275 -3.6022
H -1.6497 -0.7414 -5.3093
H -1.7067 -0.8948 -3.5537
H -2.2507 0.6038 -4.3287
H -3.1091 -2.7242 -5.3853
C 3.6389 -2.1605 -0.6949
C 4.1144 -2.9226 0.5336
C 5.5267 -2.5194 0.9312
O 4.0384 -4.3251 0.3103
H 4.2720 -2.3819 -1.5572
H 2.6238 -2.4595 -0.9637
H 3.6535 -1.0812 -0.5222
H 3.4342 -2.7276 1.3677
H 6.2279 -2.7483 0.1250
H 5.8476 -3.0721 1.8140
H 5.5925 -1.4502 1.1441
H 4.6289 -4.5449 -0.4188
*
```

Results of the Löwdin charge analysis, in e, for atoms 1 through 4:
1. C 0.213
2. C -0.072
3. N -0.022
4. C 0.007